1.
The following is a quantum chemistry calculation of a 8-piece molecular cluster, C20H60N6O11 overall at a distorted geometry, from the Open Molecules 2025 dataset.

## Properties
Molar mass = 560.7 g/mol
Relative energy (zero: lowest compared OMol25 entry of this formula, charge and spin) = 1.0422 eV
HOMO-LUMO gap = 7.53 eV
Highest occupied orbital energy = -8.619 eV

Geometry as XYZ:
```
97
Properties=species:S:1:pos:R:3:forces:R:3:mulliken_charge:R:1
N 2.2132 2.6983 -1.2555 0.28 -0.51 -0.21 -0.162
H 2.7964 3.0767 -0.5072 -0.14 -0.16 0.18 0.425
H 1.2223 2.6197 -0.9751 -0.40 -0.01 0.02 -0.068
H 2.4731 1.7268 -1.4636 0.11 0.05 0.19 0.321
H 2.3624 3.2411 -2.1059 -0.37 0.08 0.02 0.404
N -0.6930 0.3039 -0.3168 0.77 -0.24 0.04 0.691
O -0.3985 1.4009 -0.8410 -0.14 0.78 -0.29 -0.731
O 0.1871 -0.3151 0.2752 0.13 -0.50 0.40 -0.581
O -1.8489 -0.1493 -0.4211 -0.08 0.37 0.07 -0.181
C -2.6864 -2.7949 3.5416 -0.32 -0.08 1.26 -0.683
C -1.8541 -1.8123 2.7497 -0.47 -0.01 -0.63 0.638
O -2.7112 -0.7672 2.2991 0.19 0.04 0.26 -0.582
O -1.9771 -4.0078 3.7907 -0.20 0.22 -0.28 -0.543
H -3.6918 -2.9810 3.1505 0.28 -0.01 -0.72 0.234
H -2.9294 -2.3759 4.5255 0.35 0.02 0.00 0.338
H -1.4144 -2.3234 1.8856 0.07 -0.04 0.08 0.015
H -1.0426 -1.4259 3.3745 0.02 0.00 0.01 0.057
H -2.3733 -0.4470 1.4539 -0.07 0.02 -0.07 0.160
H -1.9446 -4.4649 2.9438 0.14 -0.14 0.07 0.323
C -4.9847 -2.3284 -1.3373 -0.66 0.02 -0.58 -0.426
C -4.1614 -2.8454 -0.1923 -0.52 -0.29 0.79 -0.211
O -2.7862 -2.8188 -0.5186 0.12 -0.19 0.09 -0.442
O -4.7528 -0.9525 -1.6118 0.21 -0.28 -0.03 -0.556
H -6.0679 -2.3989 -1.2025 0.11 -0.06 0.55 0.377
H -4.8110 -2.9895 -2.2020 0.38 0.37 -0.11 0.219
H -4.4594 -3.8722 0.0516 0.21 -0.11 -0.40 0.373
H -4.3641 -2.3165 0.7476 0.12 0.40 -0.23 0.167
H -2.4508 -1.9308 -0.3376 0.15 0.01 -0.02 0.279
H -3.8000 -0.8200 -1.6846 0.03 0.04 -0.07 0.187
C 2.7262 -3.6722 0.5050 0.50 0.84 -0.59 -1.438
C 2.9660 -2.6883 -0.6575 0.24 0.01 0.78 1.306
C 4.2071 -2.9773 -1.4651 -0.18 -0.41 -0.73 -0.827
O 5.3349 -2.6267 -0.7093 0.11 0.36 0.50 -0.260
C 6.4932 -3.3308 -1.0312 0.66 -0.39 -0.31 -0.821
N 1.8033 -2.4436 -1.5070 -0.04 -0.15 0.28 -0.241
H 1.9178 -3.2217 1.0798 -0.07 -0.46 0.28 0.233
H 3.6415 -3.6138 1.0977 -0.17 -0.38 0.26 0.350
H 2.5150 -4.6935 0.1891 -0.09 0.00 0.00 0.394
H 3.2197 -1.7685 -0.1097 -0.25 0.24 -0.36 -0.529
H 4.1729 -2.4003 -2.4012 0.05 0.03 0.04 0.342
H 4.2612 -4.0389 -1.7566 -0.06 0.02 0.11 0.386
H 7.3320 -2.9611 -0.4415 -0.22 0.15 0.20 0.238
H 6.7974 -3.2111 -2.0816 -0.25 -0.03 -0.01 0.306
H 6.3908 -4.4033 -0.8177 -0.08 0.04 -0.09 0.340
H 1.6181 -3.2638 -2.0807 0.05 0.01 0.01 0.265
H 1.0272 -2.4055 -0.8486 -0.25 0.25 -0.36 -0.043
C 0.1750 1.6602 -4.2542 0.88 -0.53 0.18 -1.058
C -1.0208 0.7364 -4.3170 -0.53 -0.17 0.92 0.255
C -0.6087 -0.6976 -3.9716 0.43 0.17 -0.35 -0.017
O -1.6728 -1.5497 -4.3125 -0.08 0.13 -0.28 -0.385
C -1.4159 -2.9088 -4.0721 0.16 -0.07 0.60 -0.599
N -2.0519 1.1985 -3.3678 0.06 -0.19 -0.77 -0.655
H 1.0362 1.2451 -4.7919 -0.20 0.01 -0.23 0.478
H 0.5019 1.6546 -3.2036 -0.16 0.41 -0.05 -0.203
H 0.0024 2.6645 -4.6288 -0.26 0.09 0.20 0.408
H -1.4822 0.7233 -5.3064 0.18 0.01 -0.10 0.429
H -0.3903 -0.8028 -2.8976 0.10 0.16 -0.04 -0.166
H 0.3200 -0.9384 -4.5230 -0.22 -0.33 0.01 0.414
H -2.2993 -3.4646 -4.3748 0.07 -0.06 -0.17 0.258
H -1.2583 -3.1033 -3.0000 -0.04 0.09 -0.05 0.134
H -0.5186 -3.2533 -4.6008 -0.12 -0.01 -0.18 0.317
H -2.7626 0.4715 -3.4015 -0.23 0.29 0.22 0.333
H -1.6616 1.2010 -2.4289 -0.17 0.10 -0.14 0.067
C -3.3510 3.5274 2.2241 0.04 0.57 0.72 -1.218
C -3.2382 4.1679 0.8345 0.16 -1.49 0.54 0.389
C -1.9742 4.9861 0.6897 -0.34 0.25 0.09 0.061
O -1.9022 5.9360 1.7313 -0.22 0.18 -0.25 -0.334
C -0.9265 6.9138 1.5005 0.14 0.22 0.95 -0.721
N -3.1792 3.1211 -0.2038 -0.28 0.04 0.17 -0.579
H -3.0062 4.2121 3.0064 0.04 -0.02 -0.09 0.355
H -2.7704 2.6065 2.3099 0.05 0.00 -0.14 0.224
H -4.3844 3.3030 2.4954 -0.02 -0.19 -0.27 0.352
H -4.1363 4.7686 0.6948 0.19 0.29 -0.32 0.321
H -2.0097 5.4638 -0.2967 0.24 0.06 0.03 0.434
H -1.0859 4.3375 0.7611 -0.05 -0.12 -0.21 -0.388
H -0.8710 7.5173 2.4110 -0.04 -0.03 -0.07 0.269
H -1.1822 7.5999 0.6885 0.12 -0.26 -0.29 0.291
H 0.0627 6.4510 1.3890 0.01 0.11 -0.39 0.256
H -3.9448 2.4723 -0.0317 -0.16 0.17 -0.29 0.296
H -2.3712 2.5334 -0.0061 0.15 0.17 -0.21 -0.044
C 4.4172 -0.4741 3.6294 0.25 0.71 0.14 -1.662
C 3.0796 0.1384 3.2376 -0.49 -0.22 -0.85 0.544
C 3.2608 1.2321 2.1667 -0.38 0.39 0.17 -0.274
O 2.5131 2.4175 2.4550 0.33 -0.11 0.20 -0.473
C 1.1400 2.2349 2.2448 -1.09 1.21 -0.66 0.362
N 2.1699 -0.9175 2.7180 -0.54 0.18 0.06 -0.376
H 5.0626 -0.5348 2.7488 -0.14 -0.47 -0.05 0.308
H 4.2849 -1.4444 4.0969 0.04 -0.07 -0.08 0.404
H 4.9661 0.1854 4.3102 -0.16 -0.04 0.11 0.381
H 2.5534 0.6212 4.0635 0.45 0.04 0.28 0.369
H 2.9029 0.8315 1.2048 0.24 -0.06 -0.08 0.072
H 4.2929 1.5641 2.0549 0.05 -0.08 0.16 0.347
H 0.5302 3.0331 2.6860 0.60 0.02 0.57 0.387
H 0.7125 1.2993 2.5952 0.24 -0.23 -0.16 0.081
H 0.9133 2.4223 1.1817 -0.06 -0.82 -0.04 -0.566
H 1.7864 -0.6656 1.8100 0.34 -0.05 -0.11 -0.156
H 1.3170 -0.9073 3.2710 0.19 -0.37 0.26 0.236
```
Positions in Å, forces in eV/Å.

2.
The following is a quantum chemistry calculation of a 10-piece molecular cluster, C20H60O20 overall at a distorted geometry, from the Open Molecules 2025 dataset.

## Properties
Molar mass = 620.7 g/mol
SMILES = OCCO.OCCO.OCCO.OCCO.OCCO.OCCO.OCCO.OCCO.OCCO.OCCO
Relative energy (zero: lowest compared OMol25 entry of this formula, charge and spin) = 1.3465 eV
HOMO-LUMO gap = 9.69 eV
Highest occupied orbital energy = -9.575 eV

Geometry as XYZ:
```
100
Properties=species:S:1:pos:R:3:forces:R:3:mulliken_charge:R:1
O -15.9786 -19.0465 5.1965 0.09 -0.07 -0.01 -0.557
C -14.6497 -18.7518 4.7326 -0.65 0.08 0.49 -0.493
C -13.7193 -19.2720 5.7835 0.82 -0.85 -0.03 0.875
O -13.7463 -18.5007 6.9663 -0.14 0.12 0.27 -0.493
H -16.6159 -18.5596 4.6672 0.02 0.02 -0.01 0.297
H -14.4787 -19.2334 3.7679 0.18 0.15 -0.08 0.248
H -14.5322 -17.6652 4.6950 0.18 -0.06 -0.40 0.486
H -12.6778 -19.3086 5.4535 -0.14 0.44 -0.20 -0.534
H -13.9116 -20.3327 6.0074 -0.42 0.17 0.02 -0.150
H -14.5961 -18.6075 7.4050 -0.06 0.01 -0.10 0.349
O -11.3040 -17.4007 7.7572 0.36 -0.15 0.43 -0.707
C -10.4455 -18.3282 7.1014 -1.03 0.42 -0.14 1.099
C -9.1606 -18.6159 7.8235 0.53 0.51 0.49 -0.558
O -8.3979 -19.5173 7.0214 0.03 0.05 -0.21 -0.483
H -12.2130 -17.6809 7.5740 0.06 0.03 0.07 0.466
H -10.9610 -19.2834 6.9623 0.01 0.05 -0.09 -0.245
H -10.2341 -17.8800 6.1217 0.21 -0.40 0.10 0.031
H -9.2802 -19.0025 8.8419 -0.42 -0.24 -0.19 0.313
H -8.5719 -17.7052 7.9720 0.05 -0.06 -0.37 0.317
H -8.9849 -20.2553 6.8077 -0.03 -0.07 0.10 0.162
O -10.8462 -20.7268 5.0562 0.00 -0.20 0.23 0.930
C -11.1848 -22.1163 5.2170 0.63 -0.14 -1.10 1.336
C -10.2871 -22.8384 6.1861 -0.37 -0.02 0.78 0.865
O -10.5670 -22.4691 7.5411 -0.01 0.11 -0.12 -0.708
H -10.4214 -20.6505 4.1968 -0.03 0.03 0.00 -0.771
H -12.2393 -22.2128 5.4795 0.05 0.05 0.22 -0.739
H -11.0416 -22.5920 4.2390 -0.29 -0.11 0.09 -0.031
H -9.2393 -22.5948 6.0062 -0.04 0.02 -0.07 -0.670
H -10.4270 -23.9181 6.0871 0.03 0.04 -0.30 -0.365
H -11.5005 -22.6880 7.6624 -0.02 0.03 0.16 0.370
O -12.1430 -16.2654 2.8765 0.06 0.09 0.07 -0.520
C -10.7356 -16.3621 2.6183 -0.67 -0.24 0.03 -0.769
C -10.1738 -17.7150 3.0329 0.12 -0.39 -0.04 0.861
O -9.2091 -17.5321 4.0639 0.15 -0.02 -0.15 -0.633
H -12.2766 -15.8533 3.7342 0.05 -0.04 0.05 0.299
H -10.6466 -16.2328 1.5414 0.17 0.13 0.01 0.322
H -10.1960 -15.5805 3.1524 0.15 0.03 -0.15 0.294
H -9.7351 -18.2225 2.1622 0.21 0.12 0.11 0.055
H -10.9801 -18.3696 3.3805 -0.18 0.22 0.01 -0.105
H -9.2138 -18.2983 4.6463 -0.11 0.09 0.05 -0.309
O -8.5964 -25.8839 10.2759 0.01 0.25 -0.08 -0.597
C -9.6658 -25.5076 9.4046 -0.02 0.05 1.11 0.044
C -9.6072 -26.3584 8.1745 -0.03 0.17 -1.11 0.313
O -9.8326 -27.7061 8.5813 -0.10 -0.12 0.05 -0.584
H -8.3572 -26.7928 10.0701 -0.12 -0.09 0.15 0.352
H -10.6221 -25.6671 9.9277 0.01 -0.33 -0.17 0.160
H -9.6248 -24.4226 9.3008 0.33 -0.09 -0.68 0.141
H -8.6333 -26.3057 7.6706 0.14 0.15 0.36 0.363
H -10.3025 -26.0568 7.3825 -0.25 0.11 0.34 -0.540
H -10.3954 -28.1429 7.9396 0.06 -0.07 -0.02 0.318
O -9.3232 -22.7443 -0.0804 -0.06 0.19 0.03 -0.558
C -9.0547 -21.5389 0.6362 0.28 0.04 0.30 -0.875
C -9.7162 -21.5746 1.9999 0.65 -0.09 -0.29 0.182
O -11.1167 -21.7811 1.8835 0.39 0.06 0.07 -0.262
H -8.6867 -23.4041 0.2097 0.00 -0.07 -0.02 0.335
H -7.9826 -21.3833 0.7970 -0.03 -0.05 -0.16 0.403
H -9.4379 -20.7068 0.0466 -0.10 -0.08 -0.09 0.323
H -9.4549 -20.6352 2.4941 -0.44 0.09 0.07 -0.150
H -9.2213 -22.3683 2.5802 -0.23 -0.04 0.08 0.185
H -11.1717 -22.4441 1.1807 -0.24 -0.02 0.00 0.402
O -7.2686 -20.2304 4.0812 -0.42 -0.06 -0.12 -0.495
C -6.6830 -21.1174 4.9962 0.56 -0.06 1.45 0.355
C -5.5408 -21.8463 4.3612 -0.34 -0.24 -0.48 -0.850
O -5.9462 -22.8606 3.4393 0.05 0.00 -0.04 -0.499
H -7.7920 -19.5932 4.5777 0.19 0.07 0.12 0.266
H -6.2450 -20.6200 5.8793 -0.14 0.45 -0.39 0.313
H -7.3801 -21.8124 5.4923 -0.21 -0.09 -0.58 -0.074
H -4.9134 -22.2586 5.1546 0.16 -0.03 -0.10 0.324
H -4.9951 -21.1139 3.7675 0.26 -0.10 0.08 0.344
H -6.2683 -23.6161 3.9390 -0.01 0.01 0.04 0.303
O -15.1942 -22.8241 1.3722 -0.03 0.06 0.07 -0.587
C -14.2411 -22.3646 2.3295 0.19 -0.14 0.08 -0.014
C -14.9371 -22.3331 3.6691 0.27 0.66 -0.34 0.116
O -15.3270 -23.6107 4.1224 -0.02 -0.09 0.04 -0.478
H -14.8898 -22.6242 0.4839 0.06 -0.04 0.00 0.340
H -13.3731 -23.0337 2.3642 -0.08 -0.03 0.03 -0.083
H -13.8552 -21.3646 2.1088 -0.15 0.02 -0.12 0.439
H -15.7808 -21.6370 3.5735 -0.13 -0.21 0.18 0.381
H -14.2459 -21.8942 4.3932 -0.06 -0.21 0.11 -0.480
H -15.7330 -24.0585 3.3717 -0.12 0.02 0.01 0.382
O -15.1181 -24.2709 9.3889 -0.16 -0.20 0.08 -0.573
C -13.8394 -24.8618 9.2788 0.71 0.42 -0.10 -0.779
C -13.4639 -25.1566 7.8447 0.07 -0.90 0.20 0.315
O -13.4591 -24.0280 6.9952 0.17 0.18 0.14 -0.235
H -15.0020 -23.3180 9.3881 -0.06 0.01 0.01 0.329
H -13.0718 -24.2051 9.7096 -0.09 0.04 0.02 0.336
H -13.7682 -25.8002 9.8340 -0.42 0.03 0.09 0.367
H -14.0953 -25.9652 7.4582 -0.16 0.27 -0.17 0.347
H -12.4564 -25.5888 7.8822 0.08 0.30 -0.20 -0.274
H -14.3731 -23.8146 6.7767 -0.04 -0.05 -0.09 0.173
O -11.4350 -25.7855 4.9646 -0.07 -0.26 -0.06 -0.541
C -12.4690 -25.4777 4.0319 0.54 0.54 0.08 0.302
C -13.3383 -26.6532 3.7413 -0.95 -0.35 -0.05 -0.893
O -13.9678 -27.0759 4.9668 0.21 0.11 -0.18 -0.508
H -11.8592 -26.3021 5.6598 -0.03 0.07 0.07 0.312
H -13.0696 -24.6416 4.4024 -0.10 -0.17 0.06 -0.071
H -11.9772 -25.1396 3.1165 0.05 -0.11 -0.04 0.261
H -12.8041 -27.5023 3.3075 0.24 0.11 0.05 0.316
H -14.1052 -26.3463 3.0200 0.08 0.02 0.01 0.417
H -14.8697 -27.3442 4.7739 0.06 -0.03 0.06 0.302
```
Positions in Å, forces in eV/Å.